Record 1
Computed, not measured: a molecular structure, C43H55IrNO7PS2, with the ωB97M-V functional and the def2-TZVPD basis.

ΔE to the lowest compared entry with this formula, charge and spin	35.3	kcal per mole
Kohn-Sham gap (alpha / beta)	5.2 / 5.8	eV
multiplicity	1
LUMO (alpha / beta)	3.82 / 3.82	eV
charge	-2

```
110
Properties=species:S:1:pos:R:3:forces:R:3:mulliken_charge:R:1
H 2.8185 -1.0980 3.1891 -0.011 0.006 0.042 0.356
H -3.6415 -0.0608 -4.1008 0.022 0.011 -0.029 0.516
H 3.4235 2.0150 -3.8259 -0.010 0.018 0.005 0.447
C -2.8222 -0.7290 -3.8162 0.074 -0.086 -0.010 -1.882
C -0.9020 3.3230 1.4623 -0.029 0.040 0.055 0.307
O 4.1413 0.2054 -0.1422 0.027 0.020 0.052 -0.838
H -5.1675 -1.3007 1.3427 -0.014 0.009 -0.008 0.492
C -1.8139 4.2189 2.0109 0.071 -0.040 -0.028 -0.554
H -3.7494 -0.3539 -1.3438 -0.008 0.010 -0.016 0.172
C -3.0964 0.4536 -1.6860 -0.044 0.013 -0.001 -1.672
H -3.8753 1.2082 2.5736 -0.003 0.004 0.008 0.506
H -2.7339 -3.2927 -2.3870 0.036 -0.042 -0.036 0.268
H 0.0232 -0.7228 -4.7767 -0.051 0.032 -0.048 0.182
H 1.1195 -1.7326 4.3812 0.032 0.005 -0.009 0.451
H 0.9519 -3.9818 0.5637 0.009 0.003 -0.034 0.471
H -0.4282 1.3543 6.2102 0.071 0.069 -0.041 0.258
C -1.8067 -0.3940 3.4801 -0.016 0.041 -0.025 0.078
H 1.6166 -2.4368 0.0038 0.010 0.095 0.025 -0.406
C -1.6102 -2.4573 -0.7657 0.033 -0.001 -0.248 0.638
C -1.2806 -2.5925 0.5924 -0.118 0.044 0.136 -0.562
H -2.6278 0.9467 -0.8399 0.012 -0.008 -0.016 -0.141
Ir 0.1908 0.0910 0.0745 -0.417 -0.082 0.249 3.996
N -0.1588 2.5470 2.2790 0.097 -0.033 -0.095 0.179
O 2.0540 0.3759 -1.4041 0.237 0.262 0.109 -1.071
O -1.0127 4.2754 -0.6666 0.039 0.012 -0.068 -0.806
C -0.2983 2.6566 3.6154 -0.057 0.055 0.098 -0.194
H -2.3846 4.8421 1.3388 -0.011 0.001 0.010 0.578
C -0.4608 -3.1382 -3.7974 0.036 -0.036 0.091 -2.077
H 1.1851 -0.1155 -3.5823 0.060 0.027 0.057 0.206
H -3.7183 1.1929 -2.1995 -0.022 -0.011 0.003 0.803
H -4.4743 -1.2864 2.9696 -0.008 -0.001 0.009 0.264
C 5.7215 -1.0657 -6.4838 -0.003 -0.001 -0.001 -1.501
C 5.1835 -0.5743 -5.1652 0.005 -0.013 -0.001 1.138
S 3.4262 0.8971 -1.1980 -0.195 -0.186 -0.197 1.700
C -0.7708 -0.7867 4.3272 -0.019 -0.029 -0.044 -0.137
H -2.2094 -0.8741 -4.7046 0.063 -0.107 -0.005 0.311
C -0.8978 -0.7387 5.8373 0.048 0.025 0.015 -0.216
H 4.2995 1.1941 -5.9989 -0.003 0.006 -0.006 0.337
H 0.3513 2.0016 4.1740 0.010 -0.019 0.046 0.696
H 1.9692 -3.2525 -3.1326 0.027 0.015 -0.005 0.787
C 4.1861 0.3541 -2.7233 0.033 0.003 -0.063 -0.406
H 2.6980 -3.6904 0.6083 0.018 0.005 -0.016 0.524
C -1.2138 0.6343 6.4229 -0.040 0.009 -0.044 -1.466
C 4.8969 -0.8327 -2.7762 -0.014 0.036 -0.038 -0.370
H -0.4703 1.4968 -2.6511 0.013 -0.020 0.045 0.121
C -0.7560 -1.4947 1.5242 0.109 -0.135 -0.209 0.072
C 2.8673 -1.7134 2.2927 -0.015 -0.007 -0.057 -1.479
C -1.9889 4.3277 3.3794 0.009 -0.003 -0.006 0.147
C -1.8415 -0.7560 2.1479 0.030 0.087 0.028 0.806
H 0.2536 -3.4941 -4.5483 -0.031 0.021 -0.026 0.574
H -4.4962 1.1096 0.9290 -0.008 -0.002 -0.006 0.413
H 2.1385 -1.9084 -1.9968 -0.028 -0.007 0.143 0.053
H -3.2709 -1.6821 -3.5346 -0.040 -0.002 0.030 0.191
H -2.9843 -0.7153 0.3793 0.010 -0.016 0.100 -1.707
H -2.6622 0.1292 3.8930 -0.004 0.006 0.006 0.325
C -3.0289 5.2865 4.0182 0.027 -0.084 -0.040 0.432
H -2.6056 -5.6861 1.1432 -0.013 -0.002 0.005 0.357
C -2.7914 -4.5847 -0.6952 0.041 0.096 -0.010 -1.031
H -0.9670 0.9796 -4.2724 0.014 -0.009 -0.067 0.408
C 1.7173 -3.2255 0.7413 -0.004 -0.141 -0.041 -1.586
O -3.1481 5.1611 5.2536 0.006 0.018 0.097 -0.745
O 3.5183 2.3358 -1.2064 0.045 0.050 0.017 -0.768
C 1.4477 -2.6624 -2.3702 0.184 -0.013 0.020 -1.592
C -2.4113 -3.4319 -1.3659 -0.037 -0.091 0.059 -0.627
H 1.1642 -3.3331 -1.5644 -0.054 -0.083 -0.158 0.100
C -4.2495 -1.4619 1.9143 0.010 0.012 0.041 -1.842
H 6.5315 -0.4275 -6.8452 0.007 0.008 0.000 0.306
C 5.3909 -1.2901 -3.9932 -0.002 -0.014 0.013 -0.814
H 2.9878 -1.0450 1.4369 0.000 -0.005 0.039 0.206
H -2.8302 1.6241 1.2152 -0.019 -0.027 0.010 0.128
H 6.1118 -2.0799 -6.3947 0.003 -0.008 0.004 0.337
H -1.3582 -3.8893 2.2854 0.000 -0.004 -0.001 0.397
H 1.5918 -1.4986 -4.6066 0.021 0.024 0.031 0.599
C -0.8232 3.2223 -0.0642 -0.017 0.125 0.182 0.115
H -2.0013 2.0158 -3.2907 -0.003 0.000 -0.003 0.555
P -0.7833 -1.0838 -1.6822 0.124 0.209 0.380 -0.608
C -1.6329 -3.7818 1.2413 -0.054 0.100 0.008 0.029
H -1.3194 0.5679 7.5086 -0.013 -0.013 0.001 0.551
H -1.7660 -2.7347 5.8737 0.005 -0.006 0.007 0.329
C -1.9630 -1.7445 6.2884 -0.012 -0.046 -0.039 -1.493
H 5.9427 -2.2238 -4.0318 0.003 -0.005 0.004 0.256
H -1.3585 -2.8367 -4.3236 -0.188 0.101 -0.040 0.235
C -2.3533 -4.7783 0.6078 -0.010 -0.036 0.005 -0.929
C 0.2990 -1.4238 3.7405 0.026 0.025 0.121 -0.663
C 3.9778 1.0874 -3.8862 0.028 -0.049 0.027 -0.523
C 0.7828 -1.0090 -4.0526 -0.063 0.003 -0.034 -2.062
H 3.7588 -2.3453 2.3519 0.015 0.003 -0.018 0.470
H -3.4047 -5.3275 -1.1907 -0.002 -0.005 -0.002 0.384
C -2.0496 -0.0563 -2.6750 0.041 0.016 -0.005 3.091
H -0.6948 -3.9885 -3.1581 -0.012 -0.002 0.048 0.419
O -3.6111 6.0403 3.2230 -0.052 0.067 -0.057 -0.730
H 1.6563 -3.3973 2.8525 -0.003 0.059 0.043 0.565
C 0.3544 -1.8014 2.3981 0.061 0.124 -0.174 0.114
C -1.3092 1.1707 -3.2586 -0.032 -0.007 -0.044 -2.046
H 5.0498 -1.3870 -1.8596 0.009 -0.015 0.013 0.458
C 0.2391 -2.0107 -3.0250 -0.037 0.095 -0.024 3.207
O -0.6831 2.0732 -0.5655 -0.007 -0.240 -0.152 -0.904
S 1.1556 1.4605 1.7610 -0.099 -0.107 -0.091 -0.618
H 4.9447 -1.0703 -7.2508 -0.010 0.002 -0.004 0.329
C 4.4717 0.6223 -5.0927 -0.003 0.015 -0.020 -0.620
C -1.1916 3.5242 4.1879 0.016 -0.088 -0.013 -0.897
H -2.9511 -1.4300 5.9448 -0.003 0.000 -0.011 0.269
H 0.0631 -1.0694 6.2467 0.005 0.014 -0.020 0.370
H -1.9919 -1.8198 7.3781 0.000 0.006 0.023 0.472
C -3.1514 -0.5089 1.4297 0.006 -0.073 -0.095 1.661
H -3.9547 -2.5058 1.7993 0.012 -0.014 -0.008 0.309
C 1.6226 -2.5937 2.1024 0.010 -0.114 0.092 0.545
C -3.6116 0.9416 1.5484 0.013 0.008 -0.037 -1.539
H -1.3065 3.5904 5.2604 0.004 -0.017 0.017 0.516
H -2.1479 1.0323 6.0234 -0.007 0.030 -0.026 0.243
```
Positions in Å, forces in eV/Å.

Record 2
Computed, not measured: C5H7N in the gas phase, with the ωB97M-V functional and the def2-TZVPD basis.

ΔE to the lowest compared entry with this formula, charge and spin	108.8	kcal per mole
Kohn-Sham gap (alpha / beta)	8.4 / 8.4	eV
multiplicity	1
LUMO (alpha / beta)	-0.55 / -0.54	eV
charge	0

```
13
Properties=species:S:1:pos:R:3:forces:R:3:mulliken_charge:R:1
C -0.1788 1.4473 0.0321 0.164 0.075 0.146 -0.055
N 0.7384 1.0918 0.8435 -0.229 0.120 -0.341 -0.511
C -0.5685 0.4045 -0.9980 -0.035 0.028 -0.038 -0.636
H 1.9750 -0.2486 -0.2042 -0.143 -0.048 0.126 0.328
C -0.1559 -0.8345 -0.1753 -0.160 -0.038 0.018 0.074
C 1.1188 -0.2915 0.4876 0.020 -0.164 0.113 -0.649
H 1.4225 -0.8609 1.3728 -0.066 0.173 -0.109 0.342
H -0.8509 -1.1904 1.7807 -0.255 -0.075 -0.240 0.206
H -0.0379 -1.7398 -0.7946 0.033 0.135 0.042 0.401
H -1.6124 0.4067 -1.3158 0.121 0.052 0.152 0.330
C -1.2894 -1.1436 0.7531 0.520 -0.157 0.087 -0.484
H 0.0760 0.5255 -1.8824 -0.145 -0.042 0.120 0.267
H -0.6368 2.4335 0.1005 0.175 -0.057 -0.075 0.389
```
Positions in Å, forces in eV/Å.

Record 3
Computed, not measured: C2H4N4O2 in the gas phase, with the ωB97M-V functional and the def2-TZVPD basis.

ΔE to the lowest compared entry with this formula, charge and spin	102.0	kcal per mole
Kohn-Sham gap (alpha / beta)	6.6 / 6.6	eV
multiplicity	1
LUMO (alpha / beta)	-1.52 / -1.52	eV
charge	0
SMILES	[H]/N=C(/N=N/N)C(=O)O

```
12
Properties=species:S:1:pos:R:3:forces:R:3:mulliken_charge:R:1
N -0.4926 -0.8060 -0.7087 -2.521 -0.113 -1.946 0.363
C -0.5529 0.2929 1.0409 2.133 0.468 0.485 0.252
N -1.3315 -0.4097 0.2358 -0.106 0.198 -1.893 -0.540
N -1.0916 -0.7574 -1.8952 1.110 -0.239 1.308 -0.379
N -0.7898 1.0574 2.0099 -0.816 -1.606 -0.099 -0.603
H -1.7976 -0.0420 -2.0327 -0.219 -0.312 0.155 0.294
H -0.5178 -1.0286 -2.6809 0.019 -0.036 0.154 0.257
H -0.6005 0.6431 2.9252 0.787 1.015 -0.172 0.296
C 1.0473 0.2881 0.1352 -0.241 1.608 2.617 0.777
O 1.3788 1.1563 -0.6352 -0.270 -0.630 -0.138 -0.567
H 2.8153 -0.0239 0.6906 -0.052 -0.137 -0.055 0.321
O 1.9330 -0.3702 0.9151 0.178 -0.215 -0.415 -0.471
```
Positions in Å, forces in eV/Å.

Record 4
Computed, not measured: a molecular structure, C12H4Co2N2O6, with the ωB97M-V functional and the def2-TZVPD basis.

Kohn-Sham gap	5.8	eV
multiplicity	1
LUMO	4.91	eV
charge	-2

```
26
Properties=species:S:1:pos:R:3:forces:R:3:mulliken_charge:R:1
C 0.7252 -4.5098 -0.7871 1.056 0.000 -1.139 0.458
C -1.1882 2.1567 -1.6232 0.038 -0.339 -1.771 0.060
O 1.5565 0.3972 -2.6497 -0.145 0.288 1.400 -0.377
N 1.3124 -4.6320 -1.8000 -0.681 0.020 0.986 -0.712
O -1.3607 1.9772 -2.7505 0.067 0.201 1.046 -0.372
C -1.3750 4.1943 0.3933 0.933 0.469 0.579 0.195
H -0.6155 -2.1096 0.8896 -0.125 0.430 -0.722 0.188
C 2.9205 0.9594 0.6462 0.201 0.272 1.395 0.038
O -1.6272 5.3108 0.5378 -0.231 -0.245 -0.184 -0.405
N -2.3657 -4.8509 0.7937 1.087 0.165 -0.279 -0.696
O 4.0176 0.7773 0.9656 -0.821 0.027 -0.603 -0.405
C 1.4394 0.7209 -1.5458 0.272 -0.511 -2.085 0.012
O 1.7133 4.0956 -0.3230 -0.752 -0.317 -0.107 -0.480
C 0.2206 -0.2065 0.4612 -2.112 -2.847 0.301 0.441
C -0.2462 0.9267 1.1062 -1.547 -0.711 2.552 -0.480
Co -0.9872 2.4910 0.1102 -0.968 0.030 -0.698 -0.006
C -1.2299 -4.6180 0.5903 -1.386 -0.203 0.590 0.524
C 0.1057 -4.2829 0.4319 0.259 -1.309 0.358 -0.946
Co 1.2341 1.2234 0.1284 2.769 3.725 -2.740 0.170
H 0.7071 -4.0353 1.3107 -0.284 -0.007 -0.469 0.419
H -0.5563 0.8997 2.1572 0.418 0.169 -0.165 0.483
C 0.0604 -1.5243 0.2609 0.211 1.386 -0.009 -0.569
H 0.6381 -2.0087 -0.5276 -0.001 -0.116 0.606 0.171
C -2.6066 1.9610 0.5506 -0.027 -0.826 0.878 0.418
O -3.6744 1.6136 0.8165 0.698 0.448 -0.387 -0.390
C 1.1819 3.0731 -0.1434 1.071 -0.202 0.666 0.261
```
Positions in Å, forces in eV/Å.

Record 5
Computed, not measured: 2 unconnected molecules or ions with the total composition C4H11NO, with the ωB97M-V functional and the def2-TZVPD basis.

ΔE to the lowest compared entry with this formula, charge and spin	48.8	kcal per mole
Kohn-Sham gap	9.6	eV
multiplicity	1
LUMO	0.94	eV
charge	0
SMILES	C=CCNC.O

```
17
Properties=species:S:1:pos:R:3:forces:R:3:mulliken_charge:R:1
C 0.6059 1.9960 -0.4631 0.536 1.148 0.554 -0.836
H -1.0058 -2.9925 0.5005 -0.049 0.331 -0.507 0.267
H 1.1144 2.1033 -1.4281 -0.598 -0.248 -0.111 0.310
C -0.7485 -1.9654 0.7684 -0.213 -1.355 0.358 -0.838
H 1.2560 -0.9701 -0.5660 -0.197 0.135 0.212 0.327
H -1.8425 -1.0396 -0.7306 -0.273 0.348 0.132 0.292
H -1.7369 0.8870 1.3238 0.111 -0.320 0.049 0.288
H -0.1031 -2.0033 1.6493 -0.133 0.766 -0.195 0.238
H 0.6175 3.0021 -0.0120 -0.274 -0.002 -0.300 0.282
C -0.9208 0.4833 0.7083 -1.223 0.508 -1.875 -0.369
C -1.2585 -0.8955 0.1715 1.030 -0.120 1.164 -0.116
N -0.7453 1.4282 -0.4389 1.232 0.132 0.783 -0.336
H -0.0170 0.4652 1.3131 0.005 -0.146 -0.001 0.302
H -1.0196 1.0771 -1.3407 0.016 -0.412 0.115 0.263
H 2.2769 -1.8963 -1.1372 0.234 0.046 0.125 0.305
H 1.3332 1.4942 0.1841 -0.187 -0.606 -0.183 0.257
O 2.1941 -1.1739 -0.5024 -0.016 -0.206 -0.321 -0.634
```
Positions in Å, forces in eV/Å.

Record 6
Computed, not measured: C9H6Cl2 in the gas phase, with the ωB97M-V functional and the def2-TZVPD basis.

ΔE to the lowest compared entry with this formula, charge and spin	144.1	kcal per mole
Kohn-Sham gap	9.2	eV
multiplicity	1
LUMO	-0.17	eV
charge	0

```
17
Properties=species:S:1:pos:R:3:forces:R:3:mulliken_charge:R:1
C 2.6040 -0.6478 -0.6079 -0.079 0.508 0.318 -0.735
C -1.1182 -0.1861 0.7358 -0.459 -0.358 2.092 -0.747
Cl -1.2726 -0.4709 -3.1271 -0.027 0.078 0.300 -0.171
C 1.0673 0.3693 0.9611 1.757 -0.941 -1.004 -0.503
C -0.1964 1.0064 0.4812 -1.119 0.620 -0.638 -0.011
H 1.0765 0.2447 1.9953 0.013 0.312 1.782 0.523
H -2.1814 0.1025 0.3667 1.570 -0.966 1.564 0.340
C 2.4322 0.1938 0.3623 -2.805 -1.557 -1.868 0.001
Cl -0.7788 2.7578 -1.6699 0.280 -1.172 0.242 -0.193
C -0.5436 1.1348 -0.9959 0.151 2.227 -0.616 -0.118
H -0.6862 -1.9559 -0.4758 -0.786 -2.554 -0.502 0.628
H 1.0999 -1.8577 0.7641 0.960 -0.798 0.887 0.430
H -0.4414 1.8615 1.0414 -0.319 1.307 0.511 0.583
C 1.0731 -0.9716 0.1952 0.248 1.683 0.102 -0.017
C -0.3880 -0.9853 -0.3573 -0.549 1.691 -1.465 -0.387
H -0.8913 -0.5606 1.8685 -1.335 0.501 -2.660 0.276
C -0.8551 -0.0348 -1.5378 2.498 -0.581 0.956 0.101
```
Positions in Å, forces in eV/Å.

no.,total energy (hartree)
1,-3495.142597
2,-249.299874
3,-447.939833
4,-3786.091231
5,-288.939246
6,-1266.652731